{"formula": "C31H42N3NiP", "method": "wB97M-V/def2-TZVPD", "elements": ["Ni", "N", "N", "C", "C", "C", "C", "H", "H", "H", "C", "C", "H", "H", "H", "C", "C", "H", "H", "H", "C", "H", "H", "H", "C", "H", "H", "H", "C", "H", "C", "H", "C", "H", "C", "H", "C", "C", "H", "C", "C", "H", "C", "H", "N", "C", "C", "C", "H", "C", "C", "H", "H", "H", "C", "H", "C", "C", "H", "H", "H", "C", "H", "H", "H", "C", "P", "C", "C", "H", "H", "H", "H", "H", "H", "H", "H", "H"], "positions_angstrom": [[0.04466, -0.55523, -0.26346], [0.18131, -2.70153, 3.61207], [-1.35292, -2.80113, -2.23609], [0.78888, 1.87168, -0.85955], [1.85726, 0.96481, -0.53818], [1.76388, 0.71375, 0.86406], [2.68523, -0.10281, 1.65471], [3.40713, -0.65626, 1.05294], [1.81142, -1.05507, 2.22067], [3.17355, 0.42193, 2.47669], [0.56535, 1.32821, 1.36579], [0.09356, 1.25108, 2.76636], [0.50979, 2.04565, 3.40315], [0.37432, 0.29294, 3.21403], [-0.99768, 1.33074, 2.82629], [0.02011, 2.11199, 0.31688], [-1.00862, 3.16254, 0.47164], [-1.67504, 2.94959, 1.31370], [-1.62071, 3.26945, -0.43244], [-0.54353, 4.14210, 0.66275], [3.04545, 0.62203, -1.35615], [3.84956, 1.36216, -1.21566], [2.80406, 0.59656, -2.42185], [3.45446, -0.35830, -1.07515], [0.73910, 2.69236, -2.07866], [-0.29462, 2.96061, -2.33148], [1.16294, 2.15195, -2.93441], [1.31610, 3.62155, -1.93540], [-0.28440, -3.84700, 4.07458], [0.17353, -4.25073, 4.98805], [-1.31832, -4.56110, 3.39002], [-1.71699, -5.44387, 3.87676], [-1.77369, -4.13905, 2.16796], [-2.41146, -4.78176, 1.55887], [-1.38028, -2.82413, 1.61626], [-1.22649, -2.87348, 0.52461], [-0.09567, -2.27442, 2.37784], [0.79898, -1.38243, 1.72816], [1.05259, -1.74047, 0.68619], [-0.91272, -1.54075, -1.98545], [-0.49037, -3.36936, -3.12405], [-0.30856, -4.43402, -3.20593], [0.14668, -2.35454, -3.81338], [0.71729, -2.43503, -4.71461], [-0.29546, -1.16613, -3.22592], [-0.34447, 0.09947, -3.83011], [0.66092, 0.46247, -4.76316], [0.41652, 1.50725, -5.66156], [1.15295, 1.70685, -6.45604], [-0.73647, 2.29466, -5.57334], [-0.98358, 3.42243, -6.51460], [-1.54768, 4.21578, -6.02766], [-1.55408, 3.10401, -7.38882], [-0.04015, 3.82776, -6.86862], [-1.67742, 1.98097, -4.58807], [-2.61051, 2.55722, -4.51095], [-1.49978, 0.91148, -3.70077], [-2.56524, 0.66628, -2.68412], [-3.02508, -0.32851, -2.76258], [-3.36321, 1.40322, -2.85818], [-2.22539, 0.83592, -1.64782], [2.00017, -0.21073, -4.84880], [1.95020, -1.20155, -5.32189], [2.52159, -0.32071, -3.88546], [2.65213, 0.40137, -5.49971], [-2.67837, -0.94041, 3.41855], [-2.86554, -1.64998, 1.77654], [-4.46281, -2.48669, 1.76525], [-2.95402, -0.49295, 0.39723], [-1.65261, -0.61352, 3.60844], [-2.93411, -1.69762, 4.17096], [-3.35582, -0.08599, 3.53822], [-5.11991, -1.98515, 2.48873], [-4.92581, -2.39252, 0.77574], [-4.38747, -3.54594, 2.02725], [-4.00955, -0.34312, 0.12096], [-2.51131, 0.47659, 0.66679], [-2.39914, -0.94572, -0.45340]], "forces_ev_per_angstrom": [[0.137, 0.106, 0.286], [1.097, 0.316, -0.030], [1.485, -0.472, 3.608], [0.716, -0.855, 0.689], [-1.301, 0.711, 0.803], [0.552, -0.033, 0.172], [2.209, 2.771, -0.776], [0.046, -0.107, 0.095], [-0.782, -0.397, -0.156], [-0.055, -0.007, 0.273], [0.788, 0.765, -0.917], [-0.041, 0.150, 0.491], [-0.015, 0.051, 0.035], [-0.038, 0.165, 0.038], [-0.003, 0.073, 0.014], [0.594, -1.136, -0.006], [-0.388, 0.181, -0.143], [-0.047, 0.056, -0.006], [-0.060, 0.050, 0.068], [-0.118, 0.042, 0.019], [0.237, -0.049, -0.277], [0.044, -0.065, -0.060], [0.090, 0.095, 0.234], [-0.092, 0.198, -0.132], [-0.129, 0.273, -0.542], [0.212, 0.121, -0.108], [-0.088, 0.298, 0.120], [-0.070, 0.068, -0.182], [-1.783, -0.762, 0.302], [-0.408, 0.233, -0.131], [1.169, 0.324, 1.019], [0.105, -0.328, -0.227], [-0.429, -0.422, -0.262], [0.004, 0.100, 0.145], [0.713, -0.254, 0.222], [0.121, 0.305, 0.195], [-0.664, 0.313, -0.979], [-3.497, -4.059, -0.768], [-0.112, 0.259, -0.145], [-1.516, 0.315, -1.060], [0.169, 1.559, -1.668], [-0.403, 0.051, -0.246], [-0.665, -0.992, -0.173], [0.092, 0.115, -0.059], [1.309, -0.160, 0.923], [0.230, -0.198, -0.606], [-0.516, 0.203, -0.123], [-0.270, 0.241, 0.287], [-0.242, 0.059, 0.488], [-0.031, -0.717, 0.371], [-0.049, 0.128, -0.250], [-0.001, 0.119, 0.005], [-0.071, -0.019, -0.115], [0.105, 0.181, -0.095], [0.405, -0.236, 0.138], [0.475, -0.105, -0.009], [0.371, 0.020, -0.466], [-0.797, 0.471, 0.330], [0.383, 0.134, 0.168], [0.005, -0.059, -0.048], [0.112, -0.288, -0.569], [0.664, -0.204, -0.545], [0.094, 0.302, 0.194], [-0.508, -0.127, -0.382], [-0.200, -0.175, 0.301], [-0.518, 0.483, 0.384], [1.635, -0.190, -0.331], [-0.613, -0.076, -0.001], [-0.709, 0.443, 0.352], [-0.082, -0.183, -0.291], [0.076, -0.020, -0.250], [0.061, -0.073, 0.039], [0.092, -0.141, -0.120], [0.214, -0.066, 0.162], [0.212, 0.152, 0.077], [0.146, 0.081, 0.040], [0.114, -0.329, -0.222], [0.028, 0.227, 0.391]], "orbital_gap_ha": [0.1061, 0.1002], "multiplicity": 3, "total_charge": -2}

{"formula": "C6H12N2O2P", "method": "wB97M-V/def2-TZVPD", "elements": ["C", "C", "C", "C", "C", "C", "N", "N", "O", "O", "P", "H", "H", "H", "H", "H", "H", "H", "H", "H", "H", "H", "H"], "positions_angstrom": [[0.96526, 0.50032, -0.70380], [1.03666, 1.93501, -0.33248], [-0.46351, 2.34096, -0.24457], [-1.23380, 1.48459, 0.73024], [0.57279, -0.46637, 0.37009], [1.21146, -3.02682, 0.23872], [-1.09970, 0.12686, 0.34690], [0.41998, -1.78802, -0.21203], [1.20148, 0.03425, -1.78608], [-3.50241, -0.02231, -0.22262], [-2.37470, -0.91661, -0.17812], [1.51021, 2.15744, 0.70948], [1.41623, 2.54112, -1.11227], [-0.56324, 3.43981, -0.09745], [-1.04406, 2.04947, -1.11904], [-0.90062, 1.57337, 1.72014], [-2.27616, 1.81601, 0.71338], [0.85332, -0.14584, 1.40726], [1.22766, -3.12132, 1.31705], [0.58352, -3.82635, 0.05311], [2.21604, -3.18188, -0.24957], [-0.54603, -1.97012, -0.09321], [0.78960, -1.53354, -1.25513]], "forces_ev_per_angstrom": [[2.036, 0.241, 0.806], [-1.363, 0.299, 1.970], [-0.576, 0.587, 0.071], [-0.168, 1.194, -0.096], [-4.414, 3.086, 1.119], [1.026, 1.130, 0.538], [1.982, -3.626, -0.470], [3.954, -0.244, -0.690], [-0.030, -0.501, -1.184], [-1.977, 0.606, -0.205], [1.864, 0.847, 0.559], [-0.569, -0.602, -1.950], [1.047, 0.288, -0.676], [0.006, -0.845, 0.091], [0.697, 0.595, -0.919], [0.563, 0.344, 1.713], [-0.012, -0.495, -0.050], [0.239, -1.457, -0.900], [0.610, 0.813, 0.341], [-1.189, -1.705, -1.285], [-1.252, 0.688, 0.535], [-1.155, -1.000, -0.624], [-1.320, -0.241, 1.306]], "smiles": "C[NH2+][C@H]1C(=O)CCCN1P=O", "orbital_gap_ha": 0.3574, "relative_energy_kj_mol": 217.3, "total_charge": 1}

{"formula": "C5H6N", "method": "wB97M-V/def2-TZVPD", "elements": ["C", "C", "C", "C", "C", "N", "H", "H", "H", "H", "H", "H"], "positions_angstrom": [[2.60130, -0.23885, 0.04163], [3.68916, 0.29399, -0.28928], [1.35218, -0.96525, 0.33280], [1.57154, 0.78444, 0.24712], [0.61039, 0.02369, -0.55310], [-0.92052, 0.10531, -0.28562], [1.02628, -1.63124, 1.10661], [1.55482, 1.48738, 1.07461], [0.87401, -0.29975, -1.59210], [-1.52304, 0.81645, -0.70771], [-1.03446, 0.12208, 0.77721], [-1.22898, -0.75664, -0.71926]], "forces_ev_per_angstrom": [[-1.421, -2.638, 1.002], [2.546, 1.018, -0.871], [0.935, 3.622, -0.251], [-0.929, -1.794, 1.234], [-0.873, -1.100, -1.588], [1.215, -0.324, 1.207], [0.100, 0.181, 0.547], [-0.423, -0.077, -0.312], [-1.009, 1.411, 0.281], [0.680, 0.547, -0.041], [-0.226, -0.265, -1.697], [-0.596, -0.582, 0.487]], "orbital_gap_ha": 0.3288, "relative_energy_kj_mol": 760.3, "total_charge": 1}

> What is the formula in the first record?

C31H42N3NiP

> What is the formula in the first record?

C31H42N3NiP